A cluster of 2 separate species, C11H22Cl4N2O5P in total at a distorted geometry. Source: the OMol25 dataset; level of theory: ωB97M-V/def2-TZVPD.

Last column: Mulliken charge in e.
Geometry (Å):
C  1.55507  -2.81077  2.04339  -0.918
C  1.25911  -2.75327  0.41647  -0.363
N  0.57229  -1.44553  0.09166  0.768
C  0.81828  -0.98400  -1.32707  -0.513
C  2.34705  -0.45996  -1.62777  -0.929
C  2.72958  0.97917  -0.94198  0.060
C  2.58452  1.03371  0.69005  -0.604
O  1.23724  1.42123  1.17428  -0.297
C  0.85503  2.76316  0.70792  0.159
P  -1.00197  2.93199  0.22986  0.996
O  -1.21685  4.47220  -0.18913  -0.692
O  -1.48903  1.93259  -1.11478  -0.513
O  -2.02392  2.71099  1.65882  -0.527
C  1.77647  3.30260  -0.56172  -0.969
N  2.01238  2.17912  -1.58232  -0.074
C  -0.89088  -1.43385  0.47347  -0.127
C  -1.94654  -2.46294  -0.25975  -0.523
O  -1.31288  -0.57420  1.44216  -0.519
H  2.61756  -3.31511  2.23806  0.311
H  0.75951  -3.45427  2.63864  0.294
H  1.60048  -1.76120  2.56034  0.189
H  0.56137  -3.68651  0.18413  0.263
H  2.31007  -2.88033  -0.12913  0.222
H  0.01851  -0.18590  -1.71170  0.264
H  0.65190  -1.93886  -2.02354  0.333
H  2.45142  -0.31700  -2.80827  0.360
H  3.18876  -1.25643  -1.34737  0.339
H  3.88588  1.16074  -1.17714  0.256
H  2.76581  -0.06730  1.11420  0.213
H  3.43731  1.69364  1.18697  0.321
H  1.02336  3.50067  1.62733  0.333
H  -2.50601  1.86759  -1.17957  0.318
H  -2.59101  3.54367  1.72367  0.354
H  1.28583  4.22761  -1.12510  0.420
H  2.79153  3.72242  -0.10674  0.334
H  2.67927  2.60050  -2.29692  0.464
H  1.15134  1.91117  -2.10863  0.450
H  -1.39695  -3.39854  -0.73024  0.309
H  -2.56359  -1.90591  -1.11507  0.268
H  -2.66455  -2.87344  0.58527  -0.028
C  -5.86455  -1.59787  0.53544  0.302
Cl  -5.13990  -3.15307  1.01592  -0.115
Cl  -6.99308  -1.05214  1.80162  -0.084
Cl  -4.57805  -0.38365  0.32290  -0.015
Cl  -6.74718  -1.80270  -0.99865  -0.091

Force components x, y, z for each atom (eV/Å):
C 0.7 -0.6 0.6
C 0.1 -1.0 1.5
N -0.6 0.2 -0.6
C -0.3 -1.1 -1.5
C -0.1 0.4 -0.6
C 2.0 -1.5 0.8
C 0.5 -1.0 0.8
O 1.5 1.2 -2.1
C 1.1 -0.2 0.3
P -4.1 5.6 -0.3
O 1.4 -5.7 1.3
O -0.3 0.9 2.8
O 1.7 0.6 -3.1
C -0.7 1.9 1.2
N 1.2 0.9 -0.2
C -2.2 3.5 4.0
C 0.4 -0.2 0.5
O 2.8 -5.5 -6.5
H -2.4 1.0 -0.5
H 1.6 1.4 -1.4
H -0.2 -1.8 -1.3
H 1.6 1.8 0.1
H -2.6 0.5 0.9
H 1.7 -1.6 1.2
H 0.5 2.1 1.0
H -0.3 -0.3 2.5
H -2.0 1.9 -0.4
H -2.5 -0.4 0.6
H -0.6 2.5 -1.1
H -1.9 -1.1 -1.2
H -0.7 -1.2 -2.2
H 2.2 0.3 0.4
H 1.2 -1.2 -0.4
H 0.7 -2.2 1.3
H -2.0 -1.4 -1.3
H -1.2 -0.8 0.9
H 0.4 0.2 0.7
H -1.0 2.1 0.9
H 1.4 -1.2 2.1
H 1.5 1.1 -2.0
C -0.3 0.0 0.0
Cl -0.4 0.3 0.0
Cl 0.4 -0.2 -0.4
Cl -0.3 -0.2 0.2
Cl 0.3 0.0 0.4

**LUMO level**: -3.34 eV
**Total charge**: +1
**Max |F|**: 8.94 eV Å⁻¹
**Kohn-Sham gap**: 8.6329 eV